Entry 1:
{
  "formula": "C28H61B4Br14NO5",
  "method": "wB97M-V/def2-TZVPD",
  "symbols": ["C", "O", "C", "C", "C", "C", "C", "C", "C", "C", "C", "C", "C", "B", "O", "B", "O", "B", "B", "O", "N", "C", "C", "O", "H", "H", "H", "H", "H", "H", "H", "H", "H", "H", "H", "H", "H", "H", "H", "H", "H", "H", "H", "H", "H", "H", "H", "H", "H", "H", "H", "H", "H", "H", "H", "H", "H", "Br", "C", "C", "Br", "H", "H", "H", "H", "Br", "C", "C", "Br", "H", "H", "H", "H", "Br", "C", "C", "Br", "H", "H", "H", "H", "Br", "C", "C", "Br", "H", "H", "H", "H", "Br", "C", "C", "Br", "H", "H", "H", "H", "Br", "C", "C", "Br", "H", "H", "H", "H", "Br", "C", "C", "Br", "H", "H", "H", "H"],
  "positions_angstrom": [[-3.706, -5.313, 1.822], [-3.009, -4.744, 0.655], [-2.389, -5.832, -0.172], [-2.804, -5.559, -1.760], [-1.517, -4.998, -2.609], [-1.339, -3.345, -2.500], [0.279, -3.056, -2.685], [0.604, -1.614, -3.418], [0.238, -0.310, -2.445], [1.592, 0.301, -1.683], [1.228, 0.352, -0.078], [2.299, 1.193, 0.840], [2.126, 2.823, 0.781], [0.680, 3.393, 1.316], [0.510, 4.888, 1.370], [-0.478, 5.184, 0.278], [-1.434, 4.101, -0.133], [-1.652, 3.361, 1.156], [-3.137, 3.507, 1.861], [-3.404, 4.740, 2.679], [-4.246, 2.480, 1.677], [-5.541, 3.151, 1.221], [-4.431, 1.716, 2.970], [-0.498, 2.596, 1.709], [-3.727, -4.512, 2.679], [-3.214, -6.296, 2.234], [-4.815, -5.583, 1.507], [-1.216, -5.771, -0.093], [-2.716, -6.900, 0.182], [-3.140, -6.602, -2.197], [-3.745, -4.847, -1.823], [-0.497, -5.443, -2.184], [-1.585, -5.339, -3.730], [-2.001, -2.824, -3.323], [-1.692, -3.048, -1.420], [0.696, -3.920, -3.376], [0.759, -3.098, -1.609], [1.689, -1.562, -3.857], [-0.145, -1.515, -4.342], [-0.450, -0.749, -1.591], [-0.359, 0.526, -3.037], [2.491, -0.431, -1.905], [1.777, 1.388, -2.133], [0.116, 0.715, 0.008], [1.258, -0.777, 0.307], [3.383, 0.960, 0.397], [2.315, 0.742, 1.934], [2.328, 3.305, -0.269], [2.952, 3.280, 1.510], [-0.528, 6.253, -0.212], [-3.638, 5.515, 2.062], [-6.335, 2.387, 0.783], [-6.055, 3.705, 2.134], [-5.307, 3.928, 0.366], [-3.684, 2.105, 3.813], [-4.173, 0.577, 2.740], [-5.537, 1.777, 3.364], [-0.265, -4.163, 4.115], [0.578, -5.668, 3.206], [1.834, -5.238, 2.485], [1.411, -4.299, 0.828], [-0.175, -6.104, 2.543], [0.815, -6.383, 3.999], [2.420, -6.108, 2.176], [2.467, -4.570, 3.076], [-0.117, 4.464, -4.048], [-0.995, 6.073, -3.381], [-1.638, 6.850, -4.505], [-0.307, 7.839, -5.532], [-0.240, 6.645, -2.834], [-1.752, 5.713, -2.678], [-2.315, 7.613, -4.109], [-2.183, 6.220, -5.213], [-6.444, 6.369, 2.064], [-8.072, 6.898, 1.129], [-9.087, 5.779, 1.121], [-8.619, 4.410, -0.188], [-7.774, 7.221, 0.127], [-8.452, 7.759, 1.685], [-10.067, 6.149, 0.807], [-9.186, 5.276, 2.087], [-1.084, -0.837, 5.008], [-1.669, 0.797, 5.897], [-0.500, 1.709, 6.191], [0.519, 1.077, 7.729], [-2.219, 0.494, 6.793], [-2.360, 1.271, 5.195], [-0.850, 2.706, 6.473], [0.202, 1.797, 5.358], [5.101, -3.604, 2.890], [6.437, -4.912, 2.336], [5.892, -6.319, 2.418], [5.843, -6.951, 4.263], [7.320, -4.752, 2.961], [6.677, -4.652, 1.301], [6.550, -7.019, 1.895], [4.877, -6.415, 2.021], [2.600, 2.397, -5.774], [3.176, 4.230, -6.112], [2.655, 4.730, -7.439], [3.680, 3.991, -8.925], [4.267, 4.240, -6.043], [2.758, 4.815, -5.288], [2.780, 5.814, -7.519], [1.606, 4.476, -7.617], [8.856, -2.374, -0.213], [10.191, -3.683, -0.768], [9.646, -5.090, -0.686], [9.597, -5.721, 1.159], [11.074, -3.522, -0.143], [10.432, -3.422, -1.802], [10.304, -5.789, -1.208], [8.632, -5.186, -1.083]],
  "lowdin_charge": [-0.14, -0.27, -0.19, -0.17, -0.23, -0.20, -0.22, -0.22, -0.20, -0.20, -0.21, -0.20, -0.08, -0.39, 0.11, -0.19, 0.10, -0.25, -0.30, 0.00, -0.16, -0.18, -0.09, 0.17, 0.10, 0.09, 0.10, 0.09, 0.12, 0.10, 0.13, 0.10, 0.11, 0.12, 0.11, 0.11, 0.05, 0.10, 0.11, 0.10, 0.11, 0.11, 0.11, 0.11, 0.11, 0.12, 0.12, 0.13, 0.13, 0.10, 0.09, 0.09, 0.04, 0.09, 0.09, 0.11, 0.11, 0.59, -0.68, -0.71, 0.64, 0.04, 0.06, 0.05, -0.01, 0.63, -0.70, -0.69, 0.60, 0.05, 0.05, 0.06, 0.05, 0.70, -0.67, -0.68, 0.64, 0.05, 0.06, 0.06, 0.06, 0.59, -0.69, -0.70, 0.60, 0.06, 0.02, 0.06, 0.05, 0.65, -0.74, -0.69, 0.60, 0.03, 0.03, 0.05, 0.04, 0.57, -0.70, -0.70, 0.60, 0.05, 0.03, 0.06, 0.05, 0.61, -0.69, -0.68, 0.66, 0.05, 0.06, 0.06, 0.06]
}



Entry 2:
{
  "formula": "C28H61Cl2N7O12",
  "method": "wB97M-V/def2-TZVPD",
  "e_above_lowest_kcal_mol": 0.0,
  "charge": -2,
  "symbols": ["O", "C", "C", "O", "H", "H", "H", "H", "C", "C", "O", "C", "O", "O", "H", "H", "H", "H", "C", "C", "O", "N", "C", "H", "H", "H", "H", "H", "H", "H", "C", "C", "O", "N", "C", "H", "H", "H", "H", "H", "H", "H", "C", "C", "O", "N", "C", "H", "H", "H", "H", "H", "H", "H", "C", "C", "O", "N", "C", "H", "H", "H", "H", "H", "H", "H", "C", "C", "O", "N", "C", "H", "H", "H", "H", "H", "H", "H", "C", "C", "O", "N", "C", "H", "H", "H", "H", "H", "H", "H", "C", "C", "O", "N", "C", "H", "H", "H", "H", "H", "H", "H", "Cl", "C", "C", "Cl", "H", "H", "H", "H"],
  "positions_angstrom": [[-11.397, 1.769, 20.380], [-10.506, 1.633, 21.464], [-9.367, 2.701, 21.628], [-9.572, 4.067, 21.559], [-10.038, 0.636, 21.357], [-11.087, 1.626, 22.401], [-8.635, 2.472, 20.816], [-8.709, 2.452, 22.494], [-6.908, 0.496, 21.178], [-7.276, 0.392, 22.665], [-7.971, -0.828, 22.747], [-7.865, -1.501, 21.596], [-8.472, -2.541, 21.439], [-7.075, -0.872, 20.755], [-5.891, 0.845, 21.014], [-7.606, 1.124, 20.621], [-7.871, 1.257, 22.955], [-6.326, 0.354, 23.204], [-7.591, 2.649, 17.877], [-6.185, 2.896, 18.426], [-5.230, 2.973, 17.653], [-6.129, 3.049, 19.767], [-4.954, 3.091, 20.545], [-8.075, 1.916, 18.527], [-7.526, 2.171, 16.900], [-8.210, 3.545, 17.814], [-7.035, 3.232, 20.181], [-4.516, 4.088, 20.638], [-4.176, 2.447, 20.124], [-5.127, 2.589, 21.500], [-10.811, 2.079, 15.252], [-11.158, 2.266, 16.713], [-11.579, 3.294, 17.203], [-10.979, 1.158, 17.487], [-10.142, 0.000, 17.262], [-9.730, 2.227, 15.181], [-11.256, 2.852, 14.627], [-11.111, 1.100, 14.881], [-11.139, 1.345, 18.486], [-10.739, -0.907, 17.383], [-9.506, -0.074, 18.155], [-9.462, 0.107, 16.421], [-14.251, 1.183, 18.422], [-13.980, -0.289, 18.668], [-14.635, -1.179, 18.114], [-12.863, -0.559, 19.366], [-12.332, -1.816, 19.780], [-14.459, 1.237, 17.353], [-13.413, 1.843, 18.652], [-15.079, 1.554, 19.025], [-12.388, 0.294, 19.674], [-11.353, -1.572, 20.200], [-12.059, -2.457, 18.937], [-12.966, -2.364, 20.479], [-6.757, 4.459, 23.875], [-7.793, 5.320, 24.571], [-7.612, 5.716, 25.726], [-8.919, 5.536, 23.876], [-10.015, 6.298, 24.394], [-7.208, 3.461, 23.882], [-5.822, 4.374, 24.425], [-6.513, 4.718, 22.846], [-9.081, 4.923, 23.063], [-9.708, 7.317, 24.644], [-10.375, 5.847, 25.324], [-10.776, 6.346, 23.617], [-12.465, 2.896, 24.666], [-12.856, 4.239, 24.033], [-12.589, 4.478, 22.873], [-13.644, 4.979, 24.838], [-14.341, 6.165, 24.361], [-13.053, 2.768, 25.579], [-11.408, 3.038, 24.890], [-12.734, 2.066, 24.019], [-13.889, 4.651, 25.753], [-15.117, 5.851, 23.663], [-13.642, 6.830, 23.853], [-14.734, 6.715, 25.215], [-15.847, 2.387, 23.145], [-14.921, 2.306, 21.951], [-14.882, 3.163, 21.072], [-14.121, 1.226, 21.829], [-14.212, -0.014, 22.592], [-16.429, 3.307, 23.094], [-15.300, 2.565, 24.077], [-16.479, 1.514, 23.302], [-13.473, 1.117, 21.054], [-14.282, 0.133, 23.669], [-13.278, -0.550, 22.413], [-14.978, -0.648, 22.138], [-8.324, 7.577, 18.052], [-8.626, 6.277, 18.804], [-9.721, 5.775, 18.599], [-7.796, 5.783, 19.724], [-6.769, 6.540, 20.457], [-8.411, 7.425, 16.975], [-7.386, 8.105, 18.227], [-9.183, 8.221, 18.248], [-8.084, 4.974, 20.271], [-6.601, 7.540, 20.065], [-5.799, 6.035, 20.450], [-7.103, 6.518, 21.496], [-12.203, -2.676, 25.157], [-10.919, -1.791, 24.306], [-10.831, -0.375, 24.895], [-10.108, -0.431, 26.541], [-11.161, -1.800, 23.246], [-9.975, -2.300, 24.482], [-11.769, 0.171, 24.924], [-10.131, 0.201, 24.292]],
  "lowdin_charge": [-0.33, -0.34, -0.40, -0.30, 0.08, 0.07, 0.04, 0.05, -0.09, -0.13, 0.05, -0.60, 0.11, 0.09, 0.10, 0.08, 0.08, 0.13, 0.02, -0.52, 0.01, -0.01, -0.10, 0.06, 0.08, 0.08, 0.10, 0.08, 0.09, 0.07, -0.02, -0.57, 0.06, 0.01, -0.09, 0.07, 0.07, 0.07, 0.08, 0.07, 0.07, 0.07, 0.00, -0.55, -0.02, -0.01, -0.09, 0.08, 0.07, 0.07, 0.06, 0.08, 0.07, 0.08, 0.00, -0.57, -0.02, 0.01, -0.08, 0.07, 0.07, 0.05, 0.07, 0.08, 0.08, 0.08, -0.01, -0.58, 0.10, -0.01, -0.07, 0.07, 0.09, 0.05, 0.11, 0.08, 0.08, 0.07, -0.01, -0.55, 0.03, 0.04, -0.08, 0.07, 0.06, 0.07, 0.09, 0.07, 0.06, 0.08, -0.02, -0.56, 0.05, 0.03, -0.06, 0.07, 0.05, 0.08, 0.09, 0.06, 0.05, 0.07, 0.52, -0.65, -0.65, 0.51, 0.06, 0.06, 0.04, 0.05]
}



Number 1: calculated total energy -37670.02322 Ha, HOMO level -8.7 eV. Number 2: calculated total energy -3310.09481 Ha, HOMO level -1.4 eV.